The following is a DFT calculation (the ωB97M-V functional and the def2-TZVPD basis) of a 2-piece molecular cluster, C4H10N overall.

Last column: Mulliken charge in e.
CARTESIAN COORDINATES (ANGSTROEM)
1 N -1.3814 -0.1021 0.0186  -0.010
2 H -1.0792 -0.8944 1.9799  0.329
3 H -1.6146 -2.0539 0.6944  0.313
4 C 2.0965 -0.4035 -0.9259  -0.483
5 C 2.3954 0.7696 -0.3829  -0.406
6 H -1.5932 -0.4938 -0.8956  0.319
7 H -2.7719 -0.9308 1.2960  0.372
8 C -1.2887 1.1860 -0.0166  -0.151
9 H 1.6789 -1.3191 -0.5346  0.304
10 C -1.7078 -1.0548 1.1119  -0.749
11 H 2.5835 -0.6213 -1.8747  0.213
12 H 1.8154 1.2158 0.4185  0.145
13 H -1.8599 1.6780 -0.7980  0.282
14 H -0.5460 1.6965 0.5883  0.276
15 H 3.2730 1.3280 -0.6793  0.245

Calculated values
Frontier orbital gap (eV): 7.02
Total charge: +1
Relative energy (zero: lowest compared OMol25 entry of this formula, charge and spin) (kJ/mol): 357.32

The following is a DFT calculation (the ωB97M-V functional and the def2-TZVPD basis) of a 2-piece molecular cluster, C4H10N overall.

Last column: Mulliken charge in e.
CARTESIAN COORDINATES (ANGSTROEM)
1 C -1.9401 0.8084 0.3809  -0.428
2 H 2.6656 -0.8235 -0.0352  0.167
3 H 0.5389 0.0325 -1.9874  0.388
4 N 3.6425 -0.9177 -0.1874  -0.597
5 H 4.3275 -0.2730 0.1783  0.231
6 C -0.1164 0.0434 -1.1006  -0.348
7 H -0.6806 -0.8870 0.5528  0.152
8 H -1.5767 1.6835 0.9424  0.299
9 H 3.8990 -1.0702 -1.1516  0.241
10 H -3.0131 0.8601 0.1991  0.359
11 C -1.5813 -0.5095 1.1570  -0.690
12 C -1.1018 0.8294 -0.8479  0.198
13 H -2.4602 -1.1410 1.2027  0.295
14 H -1.2763 -0.3356 2.1861  0.312
15 H -1.3270 1.7001 -1.4893  0.422

Calculated values
Frontier orbital gap (eV): 3.88
Total charge: +1
Relative energy (zero: lowest compared OMol25 entry of this formula, charge and spin) (kJ/mol): 610.17